# 1
Entry from the OMol25 dataset: C25H44CoO2P2 as an isolated structure (ωB97M-V with the def2-TZVPD basis set).

Relative energy (zero: lowest compared OMol25 entry of this formula, charge and spin): 0.0000 eV
<S²>: 6.019
Spin multiplicity: 5
Net charge: +1
HOMO energy (spin up / spin down): -9.67 / -11.16 eV
E: -3194.59600 hartree
Frontier orbital gap (spin up / spin down): 7.882 / 7.311 eV

XYZ file:
```
74
Properties=species:S:1:pos:R:3:forces:R:3
Co 0.3171 0.2777 0.1263 1.0 -1.6 -0.6
C -1.2627 -0.3525 1.3675 -1.1 0.0 -0.4
C -1.6326 0.8060 0.6022 -1.2 -0.8 0.0
C -1.2605 -0.9433 -0.8641 -1.1 0.2 0.3
C -1.0415 -1.4264 0.4514 -1.2 0.1 0.1
C -1.6136 0.4355 -0.7837 -0.9 -0.6 0.4
C -1.3381 -0.5068 2.8444 0.2 0.0 0.3
H -1.2527 0.4579 3.3562 0.0 -0.2 0.0
H -0.5394 -1.1733 3.1947 -0.2 0.2 0.1
H -2.2984 -0.9579 3.1415 0.3 0.1 -0.1
C -0.8648 -2.8417 0.8296 0.5 -0.5 0.0
H -0.4116 -2.9346 1.8179 0.0 -0.1 0.0
H -0.2136 -3.3331 0.1062 -0.1 -0.1 0.2
H -1.8196 -3.3826 0.8495 0.1 0.2 0.0
C -1.3695 -1.7692 -2.0803 0.3 -0.4 -0.5
H -2.3867 -2.1561 -2.2169 0.1 0.2 0.1
H -0.6924 -2.6203 -2.0188 -0.2 0.1 -0.1
H -1.1123 -1.1929 -2.9717 0.0 -0.1 0.0
C -2.1118 1.2440 -1.9274 0.1 0.2 -0.3
H -3.1495 0.9715 -2.1743 0.3 0.1 0.1
H -1.5041 1.0547 -2.8215 -0.2 0.2 0.1
H -2.0974 2.3158 -1.7029 0.0 -0.2 -0.1
C -2.2753 2.0261 1.1512 0.0 0.5 0.1
H -3.3666 1.8805 1.2458 0.4 0.0 -0.1
H -2.1120 2.8808 0.4825 -0.1 0.0 0.3
H -1.8891 2.2536 2.1513 -0.2 0.1 -0.2
C 4.6157 3.3244 2.5689 -0.1 0.3 1.3
C 3.7075 3.8618 3.4021 1.1 -0.5 0.2
C 3.3741 5.3145 3.4818 -0.1 0.8 -0.2
C 3.4614 6.1036 2.1379 0.0 0.7 0.8
C 2.9627 5.4017 0.9195 0.6 0.1 -1.0
C 3.7817 4.7312 0.0897 -0.5 1.0 0.2
C 5.2321 4.4791 0.3485 0.7 -0.3 0.2
C 5.5939 4.1763 1.8317 0.7 0.3 -0.7
H 4.0304 5.8555 4.1958 -0.3 -0.4 -0.1
H 4.4904 6.4761 1.9986 -0.5 -0.2 -0.1
H 2.3472 5.4121 3.8771 0.4 0.0 -0.1
H 5.7790 5.1218 2.3663 -0.2 -0.5 -0.1
H 4.8197 2.2505 2.5657 -0.2 0.3 0.1
H 3.2627 3.2619 4.1995 0.0 -0.1 -0.5
H 6.5748 3.6713 1.8273 -0.4 0.1 0.0
H 5.5475 3.6189 -0.2717 -0.1 0.4 0.2
H 3.4380 4.3592 -0.8765 -0.2 0.1 0.2
H 5.8667 5.3389 0.0479 -0.4 -0.4 -0.1
H 2.8563 7.0151 2.2804 0.2 -0.3 -0.1
H 1.9257 5.6144 0.6440 0.2 -0.3 0.0
P 1.8002 0.9507 1.6176 0.7 0.8 0.8
C 2.9650 -0.0739 2.5062 0.3 -0.2 0.4
C 1.0750 2.1409 2.7856 0.4 0.3 0.3
P 1.3740 1.9089 -0.9779 0.3 1.1 -0.5
C 2.6743 1.9175 0.3236 0.3 0.0 0.1
C 0.6099 3.5599 -1.0109 0.2 0.4 -0.2
C 2.0695 1.6430 -2.6255 0.3 0.2 -0.2
H 3.3114 -0.8725 1.8441 -0.1 0.2 0.1
H 2.4231 -0.5157 3.3464 0.2 0.0 0.0
H 3.8212 0.5023 2.8689 -0.2 -0.2 0.1
H 1.8265 2.8976 3.0100 -0.2 -0.1 0.1
H 0.8314 1.6012 3.7072 0.0 0.1 -0.1
H 0.1839 2.6635 2.4220 0.2 -0.4 -0.2
H 2.8631 2.3690 -2.8355 -0.1 -0.1 -0.1
H 1.2517 1.7637 -3.3435 0.2 0.1 0.0
H 2.4689 0.6288 -2.7274 -0.1 0.2 0.2
H 3.5966 1.4240 -0.0199 -0.4 0.1 0.2
H 2.8925 2.9104 0.7186 0.0 -0.2 -0.2
H 0.0456 3.6403 -1.9461 0.0 0.0 0.1
H 1.3705 4.3477 -0.9810 -0.3 -0.1 -0.1
H -0.0863 3.7153 -0.1797 0.2 -0.2 -0.1
C 2.3465 -3.1095 -1.6546 0.0 -0.1 0.0
O 1.3440 -2.2026 -1.1528 0.4 0.1 0.0
C 1.7971 -1.0636 -0.5971 1.1 -0.4 -0.3
O 3.0064 -0.8517 -0.5332 -0.9 -0.1 -0.1
H 1.7777 -3.9670 -2.0281 0.3 0.2 0.0
H 3.0281 -3.4018 -0.8452 -0.2 0.0 -0.3
H 2.9101 -2.6185 -2.4565 -0.1 -0.3 0.2
```
Forces are in eV/Å.

These are the Löwdin partial charges, in e, on atoms 1 to 5: atom 1 (Co): 0.4231, atom 2 (C): -0.2889, atom 3 (C): -0.3051, atom 4 (C): -0.2589, atom 5 (C): -0.2576

# 2
Entry from the OMol25 dataset: a 4-piece molecular cluster, C25H44FNO7 overall (ωB97M-V with the def2-TZVPD basis set).

Structure (SMILES): CC[C@H](F)[C@@]1(C[C@@H]2CO2)NC(=O)[C@@H](C[C@@H](C)O)[C@@H]1C[C@H]1CO1.CC(C)=O.CC(C)=O.CC(C)=O
Net charge: 0
HOMO energy: -9.47 eV
E: -1660.19575 hartree
Frontier orbital gap: 9.908 eV

XYZ file:
```
78
Properties=species:S:1:pos:R:3:forces:R:3
C -6.1141 -0.7645 -1.5194 0.2 0.1 0.1
C -4.6096 -0.5504 -1.3545 -0.4 -0.3 0.1
C -3.8234 -0.8078 -2.6391 0.0 0.2 0.2
F -4.5904 -1.5974 -3.4967 -0.1 -0.1 -0.1
C -2.4910 -1.5328 -2.4547 -0.3 -0.4 -0.7
C -2.7913 -2.9553 -1.9215 0.7 -0.2 0.8
C -1.8453 -3.5006 -0.8515 0.4 0.3 -0.7
C -1.1071 -4.7512 -1.1021 -0.6 0.5 0.1
O -2.2604 -4.7049 -0.2613 -0.3 -0.2 0.2
N -1.8823 -1.6975 -3.8279 0.1 1.1 0.7
C -0.4952 -1.4555 -3.7227 -0.3 -0.5 0.2
O 0.2356 -1.3766 -4.6643 0.5 0.2 -0.6
C -0.1258 -1.3220 -2.2630 0.4 -0.4 -0.2
C 1.1622 -0.5772 -2.0042 0.1 0.1 0.4
C 1.8535 -1.0205 -0.7044 0.4 -0.3 -0.2
C 3.0228 -1.9406 -1.0038 0.1 0.0 0.2
O 2.2933 0.1177 0.0210 -0.1 0.1 0.0
C -1.4152 -0.6923 -1.7430 0.1 0.4 0.1
C -1.5350 -0.2720 -0.2669 -0.4 0.5 -0.6
C -1.9574 1.1926 -0.1284 -0.5 -1.2 0.5
C -2.1783 1.7313 1.2187 1.5 1.0 -0.9
O -1.0149 2.0787 0.3703 0.0 0.4 0.0
H -6.6093 -0.5451 -0.5783 -0.1 0.1 0.1
H -6.5131 -0.1076 -2.2857 -0.2 0.0 -0.1
H -6.3382 -1.7945 -1.7682 -0.1 -0.1 -0.2
H -4.2743 -1.2183 -0.5659 0.1 0.0 0.1
H -4.4612 0.4638 -1.0003 0.3 0.2 0.0
H -3.6660 0.1334 -3.1739 0.1 0.1 -0.1
H -2.7453 -3.6367 -2.7616 -0.2 0.0 -0.2
H -3.7878 -3.0480 -1.4963 -0.2 0.2 0.0
H -1.3585 -2.7737 -0.2120 -0.2 -0.1 0.4
H -0.2008 -4.9631 -0.5563 0.3 -0.1 -0.2
H -1.3004 -5.1768 -2.0762 0.3 -0.4 0.0
H -2.2282 -0.9458 -4.4230 -0.3 -0.6 -0.5
H 0.0278 -2.3595 -1.9487 -0.2 -0.1 0.3
H 0.9948 0.4962 -1.9325 -0.1 0.1 -0.1
H 1.8572 -0.7504 -2.8211 0.0 0.1 -0.3
H 1.1633 -1.5985 -0.0833 -0.2 0.2 0.2
H 3.5549 -2.1879 -0.0863 0.0 -0.1 0.1
H 2.6996 -2.8729 -1.4609 -0.1 -0.1 -0.1
H 3.7262 -1.4543 -1.6773 0.1 0.1 -0.1
H 3.2350 0.0342 0.1931 0.1 0.0 0.2
H -1.4251 0.2469 -2.3097 -0.1 0.2 0.0
H -2.2866 -0.8662 0.2402 0.1 -0.2 0.3
H -0.5765 -0.3283 0.2393 0.1 -0.3 0.2
H -2.6146 1.5796 -0.9034 0.1 0.1 -0.2
H -1.7714 1.2326 2.0813 -0.7 -0.3 0.3
H -2.8044 2.6069 1.2915 -0.4 -0.2 0.5
C 2.9449 1.1625 4.3086 0.1 -0.1 0.2
C 1.8032 0.2802 3.8804 0.0 0.0 -0.1
C 0.7974 0.8936 2.9433 0.0 -0.2 0.0
O 1.7198 -0.8725 4.2398 0.0 -0.1 0.0
H 3.6145 0.5949 4.9506 0.0 0.0 0.0
H 3.4970 1.4929 3.4284 0.0 0.1 0.0
H 2.5827 2.0360 4.8536 0.0 0.0 -0.1
H 1.3118 1.2172 2.0372 -0.1 0.1 0.0
H 0.3053 1.7522 3.4051 0.1 0.1 0.0
H 0.0507 0.1451 2.6835 0.0 0.0 0.0
C -1.6270 7.3761 -0.9842 0.0 0.1 0.1
C -1.1584 6.5326 0.1797 0.0 0.0 -0.1
C -0.5733 5.1819 -0.1532 0.0 0.1 0.2
O -1.2526 6.9227 1.3190 0.0 0.0 0.1
H -2.0265 8.3174 -0.6153 0.0 0.0 0.0
H -0.7940 7.5772 -1.6595 0.0 -0.1 -0.1
H -2.4030 6.8483 -1.5410 0.1 0.0 -0.1
H 0.2992 5.3006 -0.7980 -0.1 0.0 -0.1
H -1.3101 4.5686 -0.6721 0.1 0.0 -0.1
H -0.2759 4.6743 0.7592 0.0 0.0 0.0
C 7.3634 -1.2319 2.7588 -0.1 0.2 -0.1
C 5.8648 -1.1180 2.8997 0.0 -0.1 0.1
C 5.1747 -2.1565 3.7500 -0.2 0.1 -0.1
O 5.2429 -0.2331 2.3589 -0.1 0.1 -0.2
H 7.7340 -0.4283 2.1272 0.0 0.0 0.0
H 7.8364 -1.1676 3.7397 0.0 -0.1 0.0
H 7.6242 -2.1924 2.3121 0.0 0.0 0.1
H 5.5692 -2.1276 4.7670 0.1 -0.1 0.0
H 5.3526 -3.1523 3.3403 0.1 0.0 0.1
H 4.1043 -1.9610 3.7763 0.0 0.0 0.0
```
Forces are in eV/Å.

These are the Löwdin partial charges, in e, on atoms 1 to 5: atom 1 (C): -0.0811, atom 2 (C): -0.1797, atom 3 (C): -0.2729, atom 4 (F): -0.0024, atom 5 (C): -0.3279

# 3
Entry from the OMol25 dataset: C25H44GeO8STeW as an isolated structure (ωB97M-V with the def2-TZVPD basis set).

Relative energy (zero: lowest compared OMol25 entry of this formula, charge and spin): 1.6579 eV
<S²>: 0.754
Spin multiplicity: 2
Net charge: +1
HOMO energy (spin up / spin down): -10.43 / -10.40 eV
E: -4391.00283 hartree
Frontier orbital gap (spin up / spin down): 7.107 / 5.440 eV

XYZ file:
```
81
Properties=species:S:1:pos:R:3:forces:R:3
W 0.1563 1.3097 -0.4196 0.4 0.4 0.2
C 1.2838 0.6488 3.3004 0.0 0.0 0.0
C 0.9924 -0.3797 2.2209 0.0 0.2 0.1
C 0.0734 -1.4736 2.7400 0.0 0.0 0.0
C 2.2723 -0.9576 1.6424 0.0 0.0 0.0
O 0.2361 0.3447 1.1820 -0.1 -0.4 0.0
Ge -1.2344 -0.9914 -0.3997 0.0 -0.1 0.0
O 0.0760 -2.0513 -0.9113 0.1 0.0 0.1
C 0.0697 -3.4816 -1.1519 0.0 0.0 0.0
C -1.1708 -4.1288 -0.5531 0.0 0.0 0.0
C 0.1054 -3.6618 -2.6627 0.0 0.0 0.0
C 1.3333 -4.0438 -0.5180 0.0 0.0 0.0
O -1.2895 2.2277 0.2088 -0.2 0.1 0.0
C -2.0781 2.7727 1.3151 0.0 0.0 -0.1
C -3.1864 3.6095 0.7065 0.0 0.0 0.0
C -1.1431 3.6009 2.1768 0.0 0.0 0.0
C -2.6417 1.5801 2.0692 0.0 0.0 0.0
H 1.8670 0.1838 4.0960 0.0 0.0 0.0
H 0.3588 1.0334 3.7327 0.0 0.0 0.0
H 1.8620 1.4751 2.8866 0.0 0.0 0.0
H 0.5378 -1.9536 3.6022 0.0 0.0 0.0
H -0.0922 -2.2425 1.9849 0.0 0.0 -0.1
H -0.8877 -1.0637 3.0540 0.0 0.0 0.0
H 2.6643 -1.6992 2.3404 0.0 0.0 0.0
H 3.0376 -0.1961 1.5148 0.0 0.0 0.0
H 2.0757 -1.4586 0.6953 0.0 0.0 -0.1
H -2.0823 -3.7387 -1.0137 0.0 0.0 0.0
H -1.2227 -3.9554 0.5246 0.0 0.0 0.0
H -1.1510 -5.2059 -0.7189 0.0 0.0 0.0
H -0.8086 -3.2709 -3.1148 0.0 0.0 0.0
H 0.1898 -4.7182 -2.9204 0.0 0.0 0.0
H 0.9596 -3.1286 -3.0808 0.0 0.0 0.0
H 1.3263 -3.8997 0.5630 0.0 0.0 0.0
H 2.2149 -3.5540 -0.9319 0.0 0.0 0.0
H 1.4096 -5.1131 -0.7180 0.0 0.0 0.0
H -2.7773 4.4737 0.1868 0.0 0.0 0.0
H -3.8468 3.9681 1.4969 0.0 0.0 0.0
H -3.7762 3.0138 0.0090 0.0 0.0 0.0
H -0.7305 4.4346 1.6091 0.0 0.0 0.0
H -0.3235 2.9866 2.5545 0.0 0.0 0.0
H -1.6927 4.0017 3.0296 0.0 0.0 0.0
H -3.2716 0.9728 1.4172 0.0 0.0 0.0
H -3.2518 1.9367 2.8997 0.0 0.0 0.0
H -1.8422 0.9604 2.4716 0.0 0.0 0.0
O 3.3516 0.0071 -2.6157 0.0 0.0 0.0
C 2.6385 0.4604 -1.7749 0.0 0.1 0.1
O 1.3081 0.3730 -1.7777 0.1 -0.1 -0.2
C 3.1126 1.2722 -0.5426 0.0 -0.1 -0.1
O 4.2552 1.4534 -0.2540 0.0 0.0 0.0
O 2.0630 1.7465 0.1197 0.0 -0.1 0.1
C -0.8424 8.4138 1.8924 0.0 0.0 0.0
C -0.3604 7.3146 0.9876 0.0 0.0 0.0
C 0.8912 6.7394 1.1607 0.0 0.0 0.0
C 1.3579 5.7219 0.3318 0.0 0.0 0.0
C 2.7172 5.1194 0.5506 0.0 0.0 0.0
C 0.5117 5.2848 -0.6844 0.0 0.0 0.0
Te 1.1392 3.7364 -1.9549 -0.1 0.0 0.0
C -0.7485 5.8449 -0.9050 0.0 0.0 0.0
C -1.6214 5.3821 -2.0397 0.0 0.0 0.0
C -1.1649 6.8585 -0.0544 0.0 0.0 0.0
H -0.1038 8.6517 2.6556 0.0 0.0 0.0
H -1.7688 8.1275 2.3928 0.0 0.0 0.0
H -1.0467 9.3216 1.3233 0.0 0.0 0.0
H 1.5308 7.0923 1.9616 0.0 0.0 0.0
H 3.2648 5.6655 1.3163 0.0 0.0 0.0
H 3.3167 5.1490 -0.3641 0.0 0.0 0.0
H 2.6481 4.0751 0.8637 0.0 0.0 0.0
H -1.7654 4.2961 -2.0107 0.0 0.0 0.0
H -1.1769 5.6413 -3.0048 0.0 0.0 0.0
H -2.6045 5.8488 -1.9958 0.0 0.0 0.0
H -2.1392 7.3090 -0.2122 0.0 0.0 0.0
C 0.2972 1.0369 -4.5608 0.0 0.0 0.0
S -0.9092 0.4025 -3.4093 -0.1 0.1 0.2
C -2.3912 0.8055 -4.3106 0.0 0.0 0.0
O -1.0074 1.4303 -2.2490 0.0 0.0 -0.2
H 0.1093 2.0965 -4.7312 0.0 0.0 0.0
H 0.1791 0.4722 -5.4863 0.0 0.0 0.0
H 1.2869 0.8517 -4.1513 0.0 0.0 0.0
H -2.4010 0.2250 -5.2325 0.0 0.0 0.0
H -2.4037 1.8738 -4.5188 0.0 0.0 0.0
H -3.2387 0.5264 -3.6887 0.0 0.0 0.0
```
Forces are in eV/Å.

These are the Löwdin partial charges, in e, on atoms 1 to 5: atom 1 (W): 1.5167, atom 2 (C): -0.0151, atom 3 (C): -0.6038, atom 4 (C): -0.0287, atom 5 (C): -0.0014

Max |F| for every record listed, in sequence, given in eV Å⁻¹: 1.987; 2.057; 0.619.